Here is a 2-piece molecular cluster, C30H27F3N3 overall in a non-equilibrium geometry from the OMol25 dataset. Energies are from wB97M-V/def2-TZVPD.

Structure (XYZ):
```
63
Properties=species:S:1:pos:R:3:forces:R:3
C 2.5722 2.3369 -1.1620 -0.085 0.412 0.127
C 3.4758 1.2288 -0.8378 -0.447 -2.590 -1.908
N 3.4754 0.0488 -1.4922 0.159 2.860 1.726
C 4.3652 -1.0187 -1.1627 0.913 -1.814 -0.054
C 5.3541 -1.1130 -0.1869 -0.680 0.788 -0.268
C 6.0827 -2.2789 -0.0797 0.002 -0.313 -0.175
C 5.8422 -3.3573 -0.9324 0.166 0.181 0.269
C 4.8691 -3.2832 -1.9034 -0.566 0.674 -0.214
C 4.1232 -2.1072 -2.0221 0.743 0.099 0.834
C 3.0601 -1.7253 -2.9150 -0.680 0.464 -0.430
C 2.6723 -0.4092 -2.5855 -0.603 -0.826 -1.069
C 1.6518 0.2007 -3.3131 0.436 0.542 0.751
C 1.0404 -0.4930 -4.3366 0.035 -0.399 -0.185
C 1.4279 -1.7946 -4.6556 -0.263 0.382 -0.057
C 2.4336 -2.4184 -3.9540 0.572 0.334 0.778
H 2.7281 3.2033 -0.5154 0.128 -0.273 -0.013
H 2.7224 2.6620 -2.1922 -0.035 -0.034 -0.133
H 1.5330 2.0250 -1.0523 -0.121 -0.074 -0.060
H 4.1886 1.3410 -0.0409 0.260 -0.260 0.143
H 5.5413 -0.2832 0.4701 0.202 0.120 0.283
H 6.8497 -2.3588 0.6732 0.064 0.035 0.088
H 6.4263 -4.2571 -0.8291 0.079 -0.098 0.031
H 4.6746 -4.1064 -2.5675 0.002 -0.203 -0.109
H 1.3487 1.2044 -3.0831 -0.208 0.159 -0.109
H 0.2524 -0.0223 -4.9021 -0.067 0.090 -0.014
H 0.9358 -2.3149 -5.4606 -0.084 -0.048 -0.111
H 2.7451 -3.4207 -4.1893 0.030 -0.198 -0.078
C -1.5910 -1.9595 1.0519 -0.076 0.982 0.438
N -1.5521 -0.7964 1.9290 -0.074 0.387 0.715
C -1.3466 0.5805 1.4184 -0.190 -0.600 1.866
H -0.3367 0.6534 0.9990 0.245 0.136 -0.473
C -2.3781 0.9875 0.4097 0.163 0.148 -0.473
C -3.7265 0.9838 0.7203 -0.071 -0.075 0.155
C -4.6663 1.3660 -0.2155 -0.258 -0.023 0.084
C -4.2603 1.7611 -1.4740 -0.147 0.154 -0.299
C -5.2823 2.1681 -2.5234 1.182 -0.371 1.445
F -4.7178 3.0727 -3.3502 -0.870 -0.288 -0.172
F -5.6440 1.0693 -3.2173 -0.373 0.765 -0.236
F -6.3563 2.7064 -1.9093 0.126 -0.162 -0.960
C -2.9194 1.7600 -1.7952 -0.054 0.150 -0.488
C -1.9869 1.3767 -0.8576 -0.061 -0.074 0.153
N -1.4070 1.3899 2.6594 -0.151 -0.730 0.348
C -1.2581 2.8396 2.6578 -0.227 -1.035 -0.236
C -1.7145 0.5667 3.7685 0.073 -0.122 -0.751
C -1.8046 -0.7714 3.3212 0.112 0.536 -0.526
C -2.1136 -1.7841 4.2102 0.194 0.167 -0.857
C -2.3320 -1.4622 5.5393 -0.030 0.355 0.535
C -2.2429 -0.1511 5.9777 -0.094 -0.597 0.215
C -1.9337 0.8734 5.0987 0.208 0.357 -0.792
H -1.7636 -2.8685 1.6220 0.005 0.096 0.102
H -2.3902 -1.8437 0.3237 -0.151 -0.148 -0.208
H -0.6463 -2.0555 0.5210 0.209 -0.122 -0.151
H -4.0322 0.6769 1.7038 -0.129 -0.085 0.311
H -5.7210 1.3680 0.0131 -0.054 -0.032 0.176
H -2.6242 2.0674 -2.7859 0.141 0.045 -0.094
H -0.9416 1.3731 -1.1042 0.404 0.005 -0.130
H -1.3423 3.2387 3.6650 -0.010 -0.136 0.022
H -0.2845 3.1115 2.2562 0.238 0.168 -0.052
H -2.0294 3.2880 2.0361 -0.118 0.254 -0.069
H -2.1861 -2.7997 3.8654 -0.043 -0.288 -0.016
H -2.5749 -2.2420 6.2421 -0.036 -0.115 0.079
H -2.4167 0.0745 7.0170 -0.027 0.048 0.133
H -1.8683 1.8926 5.4343 -0.008 0.241 0.161
```
Positions in Å, forces in eV/Å.

As for the largest force on an atom: 0.0650 Eh/bohr. The spin multiplicity is 1. The value obtained for the total energy is -1623.02354 hartree. Its charge is +1. As for the HOMO-LUMO gap: 3.477 eV. For the LUMO energy, the calculation gives -5.222 eV.